No. 1
ORCA calculation (wB97M-V/def2-TZVPD) on a molecular structure, C18H37AsLiN2Si2.

Each line ends with the natural charge from an NBO analysis.
CARTESIAN COORDINATES (ANGSTROEM)
As1 -1.36703 1.75555 -0.08268  0.87
Si1 -1.88447 -2.64131 0.60698  1.82
Si2 3.36404 0.46468 0.61707  1.82
N1 -0.36492 -1.94973 0.42317  -1.31
N2 2.01706 -0.44585 0.20266  -1.35
C1 -3.15801 2.23528 -0.78496  -0.69
C2 -2.97970 -2.61496 -0.96211  -1.13
C3 -1.58544 4.54966 1.00538  -0.62
C4 1.65073 -4.13917 -1.83232  -0.26
C5 0.18565 1.65413 -2.51367  -0.62
C6 -1.20500 3.11578 1.35148  -0.72
C7 0.60406 -3.63131 -1.06860  -0.30
C8 2.94583 -2.22546 -1.20870  -0.30
C9 3.01764 2.29988 0.23283  -1.12
C10 0.68415 -2.43139 -0.34775  0.12
C11 -2.03416 -4.43752 1.24350  -1.12
C12 3.66176 0.45204 2.50122  -1.12
C13 1.91162 -1.67898 -0.43766  0.23
C14 2.83556 -3.43173 -1.89592  -0.28
C15 5.10817 0.16748 -0.10182  -1.13
C16 -4.27519 1.81930 0.17080  -0.62
C17 -0.32373 2.66661 -1.48540  -0.71
C18 -2.81101 -1.57336 1.88242  -1.11
Li1 0.23332 -0.22596 0.67829  0.85
H1 -2.57512 -3.26561 -1.74208  0.23
H2 2.73173 0.68729 3.02750  0.22
H3 -2.64260 4.63276 0.74691  0.20
H4 -4.16721 2.33064 1.13040  0.20
H5 3.83156 2.95216 0.56333  0.21
H6 -3.89621 -1.66845 1.77815  0.21
H7 0.72892 2.15298 -3.31858  0.20
H8 -0.64566 1.09910 -2.95551  0.20
H9 5.12068 0.25727 -1.19167  0.22
H10 -2.54338 -1.85099 2.90515  0.22
H11 -3.26862 1.71779 -1.74013  0.22
H12 -1.78402 2.76485 2.20885  0.22
H13 4.41313 1.19125 2.79793  0.21
H14 -3.18948 3.30780 -0.98156  0.20
H15 -2.53948 -0.52497 1.73553  0.21
H16 -1.40171 5.21565 1.85170  0.20
H17 -1.58878 -5.14317 0.53804  0.22
H18 -3.00802 -1.59845 -1.36816  0.22
H19 -5.26061 2.06307 -0.23110  0.20
H20 -1.00000 4.91863 0.16144  0.21
H21 -0.15378 3.06845 1.64943  0.22
H22 -0.93583 3.43388 -1.96469  0.20
H23 -1.51459 -4.55900 2.19797  0.22
H24 2.86260 2.46560 -0.83691  0.22
H25 0.85265 0.93121 -2.03774  0.25
H26 5.47468 -0.83100 0.15234  0.23
H27 -4.00768 -2.93008 -0.75961  0.21
H28 -0.32457 -4.19201 -1.02282  0.18
H29 3.87057 -1.66759 -1.28478  0.19
H30 -4.23558 0.74492 0.35635  0.22
H31 0.52138 3.16295 -1.00543  0.23
H32 3.67258 -3.80101 -2.47938  0.18
H33 -3.07959 -4.72403 1.38879  0.21
H34 2.10826 2.61217 0.75783  0.20
H35 1.53056 -5.07433 -2.36911  0.18
H36 5.81839 0.89615 0.29789  0.22
H37 3.99391 -0.52953 2.84954  0.22

Atomic forces in eV per Å
As -0.118 0.688 -0.104
Si -0.446 0.043 0.070
Si 0.156 0.424 0.366
N 0.149 -0.186 -0.158
N 0.168 -0.150 -0.305
C -0.042 -0.297 0.220
C 0.195 0.056 0.094
C 0.018 -0.060 -0.036
C 0.030 -0.026 -0.034
C -0.075 0.020 0.144
C -0.022 0.040 -0.038
C 0.029 -0.004 0.006
C -0.042 0.039 0.021
C -0.045 -0.133 0.060
C -0.167 -0.182 0.025
C 0.228 0.172 -0.072
C -0.048 0.031 -0.134
C 0.200 0.000 -0.030
C 0.032 -0.065 -0.037
C -0.242 -0.212 -0.120
C 0.178 0.019 -0.050
C 0.151 -0.127 -0.106
C 0.060 -0.149 -0.133
Li -0.189 -0.030 0.228
H 0.011 0.020 0.005
H 0.009 -0.011 0.001
H 0.008 0.018 -0.008
H -0.056 -0.042 0.024
H 0.003 -0.026 0.019
H -0.002 0.009 0.028
H 0.005 -0.019 -0.020
H 0.048 -0.023 -0.053
H 0.003 -0.012 0.008
H 0.026 0.015 -0.008
H 0.069 0.016 -0.016
H 0.006 -0.065 -0.027
H 0.016 -0.012 -0.003
H 0.095 -0.002 -0.031
H -0.051 0.027 0.028
H -0.002 0.011 -0.006
H -0.030 -0.019 0.037
H -0.013 -0.007 -0.009
H -0.002 0.003 -0.001
H -0.032 0.018 -0.011
H -0.020 -0.022 0.017
H -0.050 0.019 0.076
H 0.007 0.019 -0.010
H -0.006 -0.030 0.002
H 0.000 -0.019 -0.033
H 0.010 0.023 -0.019
H 0.008 -0.014 0.045
H 0.020 0.016 -0.001
H -0.011 -0.004 -0.017
H -0.058 0.015 0.048
H -0.022 0.004 0.044
H -0.005 0.018 0.002
H -0.035 0.068 -0.015
H -0.002 0.049 -0.031
H -0.008 0.004 0.013
H -0.078 0.051 0.082
H -0.016 -0.010 -0.034

Output
charge = -1
gap between HOMO and LUMO = 5.25 eV

No. 2
ORCA calculation (wB97M-V/def2-TZVPD) on 2 unconnected molecules or ions with the total composition H3N3O2S in a non-equilibrium geometry.

Each line ends with the natural charge from an NBO analysis.
CARTESIAN COORDINATES (ANGSTROEM)
S1 -1.42442 -1.43199 -0.51631  -0.35
O1 1.71618 -0.61873 -0.92203  -0.38
O2 1.30804 -2.29414 0.45034  -0.30
N1 1.24217 -1.15562 0.04202  0.59
N2 0.60526 1.03009 0.35819  -0.52
N3 0.48265 -0.16616 0.91626  0.00
H1 -2.64835 -1.50676 0.12623  0.13
H2 0.70145 1.02500 -0.64850  0.41
H3 0.05924 1.75150 0.81236  0.41

Atomic forces in eV per Å
S -0.183 0.654 0.915
O 0.614 -1.046 -0.820
O 0.253 1.768 -0.542
N -0.328 0.066 1.119
N -0.456 -1.678 1.019
N -1.194 -0.027 -1.225
H 1.013 0.224 -0.220
H 0.238 0.239 -0.283
H 0.043 -0.201 0.038

Output
charge = 0
relative energy (zero: lowest compared OMol25 entry of this formula, charge and spin) = 94.3 kcal/mol
gap between HOMO and LUMO (spin up / spin down) = 6.41 / 6.40 eV

No. 3
ORCA calculation (wB97M-V/def2-TZVPD) on 2 unconnected molecules or ions with the total composition C3H9S in a non-equilibrium geometry.

Each line ends with the natural charge from an NBO analysis.
CARTESIAN COORDINATES (ANGSTROEM)
S1 3.21791 1.94766 0.09259  -1.05
C1 0.65220 -0.60404 -0.03282  -0.62
C2 -1.65146 0.17697 -0.08193  -0.61
C3 -0.72512 -0.65193 0.64898  -0.40
H1 -2.61005 -0.05377 0.19057  0.19
H2 -1.68674 -0.00001 -1.15883  0.19
H3 -0.54086 -0.32044 1.66584  0.20
H4 0.41950 -0.88428 -1.11474  0.16
H5 3.08959 2.00144 -1.21774  0.08
H6 1.22970 0.36100 0.11788  0.29
H7 -1.50640 1.26961 -0.13279  0.22
H8 -0.96748 -1.72769 0.69561  0.17
H9 1.07920 -1.51453 0.32738  0.18

Atomic forces in eV per Å
S 0.173 0.135 0.750
C -1.028 -0.235 -1.125
C -0.506 1.817 -2.279
C 2.820 -0.613 0.363
H -2.905 -0.001 1.008
H 0.458 -0.686 -0.212
H -0.431 0.108 0.390
H 0.685 0.875 0.925
H -0.082 0.018 -0.715
H -0.375 -1.351 -0.393
H 0.253 -0.341 0.936
H -0.608 0.464 -0.048
H 1.549 -0.190 0.399

Output
charge = -1
relative energy (zero: lowest compared OMol25 entry of this formula, charge and spin) = 19.2 kcal/mol
gap between HOMO and LUMO = 6.31 eV

No. 4
ORCA calculation (wB97M-V/def2-TZVPD) on 3 unconnected molecules or ions with the total composition CH10N3O2 in a non-equilibrium geometry.

Each line ends with the Mulliken spin population.
CARTESIAN COORDINATES (ANGSTROEM)
O1 -1.44463 -1.28682 0.11615  -0.88
O2 -1.82922 1.19212 -0.34814  -0.15
N1 1.12332 -0.95268 -0.93602  0.23
N2 1.02500 1.39756 -0.35847  0.92
N3 0.45516 -0.20616 1.38143  0.93
C1 1.37053 0.00518 0.18974  -0.06
H1 -2.62814 1.67573 -0.49223  0.01
H2 -0.44114 -0.71765 0.95312  0.00
H3 1.92411 -1.55432 -1.10755  0.00
H4 -2.16647 -1.85149 0.34094  0.02
H5 0.01708 1.60359 -0.20944  -0.01
H6 0.11420 -1.22700 -0.67152  0.01
H7 2.40197 -0.11247 0.57159  0.01
H8 0.79617 -0.49021 2.31711  -0.03
H9 1.60479 1.57307 -1.19136  -0.02
H10 -1.87930 0.15622 -0.40173  0.02

Atomic forces in eV per Å
O 0.455 0.721 -0.699
O 2.406 -2.723 0.502
N -2.560 2.608 3.768
N 0.833 -3.196 0.478
N 0.141 -1.785 -2.445
C 1.168 0.333 0.600
H -1.378 0.132 -0.172
H 0.472 0.940 1.868
H -0.448 -0.545 0.003
H -1.666 -1.371 0.557
H -0.243 0.878 -0.683
H 2.371 -0.806 -2.321
H -0.310 0.824 -0.505
H 0.133 0.483 -0.308
H -0.512 0.756 -0.027
H -0.860 2.750 -0.616

Output
charge = +2
relative energy (zero: lowest compared OMol25 entry of this formula, charge and spin) = 163.0 kcal/mol
spin multiplicity = 2
gap between HOMO and LUMO (spin up / spin down) = 6.81 / 7.04 eV

Energy per entry: -3640.04558; -714.48200; -517.88340; -357.86947 a.u.